The following is a quantum chemistry calculation of C31H26F3N9O9PSW as an isolated structure, from OMol25.

The geometry in XYZ format:
```
81
Properties=species:S:1:pos:R:3:forces:R:3:mulliken_spin:R:1
W 0.250936 0.497020 1.155629 0.7 -0.2 -0.5 0.77
O -0.253742 1.525425 -2.869460 0.0 0.0 0.1 0.02
C -0.293352 1.367290 -1.670906 -0.1 0.0 -0.1 -0.01
N 0.473588 0.554828 -0.879780 0.0 -0.1 0.1 0.01
C 1.535284 -0.267775 -1.426641 0.0 0.1 0.1 -0.01
O 1.510231 -0.680283 -2.561977 0.0 0.0 0.0 0.01
C 2.519753 -0.567836 -0.412460 0.0 0.0 0.0 0.09
C 3.677051 -1.378739 -0.609573 -0.1 0.0 0.0 -0.03
C 4.229109 -1.999104 0.446338 -0.1 0.0 0.0 0.06
C 3.473761 -2.025973 1.740277 0.1 0.1 0.1 -0.01
C 2.755967 -0.736035 1.908144 0.2 0.1 -0.2 -0.06
N 2.233508 -0.157393 0.845943 0.0 0.0 0.0 -0.02
C -1.296139 2.132038 -0.842786 -0.1 0.0 0.3 0.01
C -2.211527 2.993192 -1.410547 0.1 -0.1 0.1 -0.01
C -3.126884 3.618582 -0.576051 0.0 0.0 0.0 0.01
C -3.105734 3.353864 0.785330 0.0 0.0 0.0 -0.01
C -2.158394 2.484207 1.292217 0.0 0.0 -0.2 0.01
N -1.264929 1.895959 0.481873 0.0 0.1 0.0 0.01
H 4.092187 -1.451865 -1.605444 0.0 0.0 0.0 0.00
H 5.153767 -2.555323 0.384503 0.0 0.0 0.0 0.00
H 4.712544 -3.074824 2.777149 0.0 0.0 0.0 0.00
H 2.658096 -0.279249 2.884428 0.0 0.0 0.0 -0.02
H -2.181321 3.148124 -2.479719 0.0 0.0 0.0 0.00
H -3.855622 4.304808 -0.985978 0.0 0.0 0.0 0.00
H -3.811525 3.813891 1.461234 0.0 0.0 0.0 0.00
H -2.100150 2.233351 2.341291 0.0 0.0 0.0 0.01
O -3.042942 -1.177340 2.473515 0.1 -0.1 0.0 0.00
C -1.843076 -1.168379 2.564413 0.1 0.1 0.1 0.02
O -1.123539 -0.031126 2.439847 -0.7 0.0 0.0 -0.02
C -0.948403 -2.318513 2.844467 -0.1 0.0 0.0 -0.01
C -1.174446 -3.265491 3.825756 0.1 0.0 -0.1 0.03
C -0.169357 -4.191605 4.045184 0.0 0.0 -0.1 0.00
C 1.034981 -4.165614 3.364613 -0.1 0.1 0.0 0.09
C 1.246689 -3.214703 2.372398 0.0 0.0 0.0 -0.03
C 0.206759 -2.328596 2.053211 0.0 -0.2 0.3 0.04
O 0.236300 -1.510290 1.002012 0.0 0.0 -0.1 0.04
N 2.496512 -3.211144 1.689636 0.0 0.0 0.0 0.35
O 4.275116 -2.217458 2.869471 0.0 -0.1 0.0 0.01
O 3.072235 -4.332801 1.529125 0.0 0.0 0.0 0.55
N -0.377970 -5.228189 5.072157 0.0 0.1 0.2 0.00
O 0.567816 -5.925178 5.365369 0.0 -0.1 -0.1 0.00
O -1.483285 -5.294871 5.570801 0.0 0.0 -0.1 0.00
H -2.081724 -3.276255 4.411589 0.0 0.0 0.0 0.00
H 1.810491 -4.882009 3.591486 0.0 0.0 0.0 -0.02
F 2.638383 3.918294 4.571202 0.0 0.1 -0.1 0.00
C 2.112732 4.760629 3.669700 0.0 0.0 0.1 0.00
F 2.812145 5.899667 3.710391 0.0 -0.1 0.0 0.00
F 0.855080 5.037110 4.061930 0.1 0.0 0.0 0.00
C 2.120769 4.159896 2.287901 -0.1 -0.1 0.1 0.01
C 2.733538 4.782341 1.220296 0.0 0.0 -0.1 0.01
C 2.703546 4.191389 -0.040911 0.0 0.0 0.0 0.00
C 2.042245 2.996792 -0.207159 0.0 -0.1 0.2 0.01
N 1.429868 2.398262 0.827927 0.0 0.4 0.1 -0.01
C 1.482831 2.941701 2.056807 -0.1 -0.2 -0.3 0.00
S 0.638249 1.871179 3.130634 0.2 0.3 0.3 0.01
H 3.244237 5.723552 1.372200 0.0 0.0 0.0 0.00
H 3.194181 4.653003 -0.884238 0.0 0.0 0.0 0.00
H 2.017845 2.499362 -1.165181 -0.1 -0.1 0.0 0.00
C -4.563246 -3.464937 -1.194805 0.0 0.0 0.0 0.00
N -3.074466 -3.844184 -1.299855 -0.1 0.0 0.0 0.00
C -2.639452 -3.667124 -2.764637 0.0 -0.1 0.0 0.00
N -2.911405 -2.356270 -3.220293 -0.1 0.0 0.0 0.00
C -4.332659 -2.053666 -3.074405 0.0 0.0 -0.1 0.00
N -4.794902 -2.155938 -1.691158 0.1 -0.1 0.0 0.00
C -4.199556 -1.120336 -0.830418 -0.1 -0.1 0.0 0.00
P -2.350955 -1.198698 -0.749948 -0.1 0.2 0.0 0.04
C -2.233822 -3.012758 -0.377937 0.1 0.0 0.0 0.00
C -2.057926 -1.347757 -2.579050 0.1 0.0 0.0 0.01
H -4.832460 -3.552130 -0.142409 0.0 0.0 0.0 0.00
H -5.096488 -4.209934 -1.786857 0.0 0.0 0.0 0.00
H -2.971607 -4.827880 -1.047861 0.0 0.0 0.0 0.00
H -3.210212 -4.405985 -3.329517 0.0 0.0 0.0 0.00
H -1.575138 -3.898193 -2.804168 0.0 0.0 0.0 0.00
H -4.903722 -2.755286 -3.685766 0.0 0.0 0.0 0.00
H -4.519564 -1.044192 -3.436046 0.0 0.0 0.0 0.00
H -4.602348 -1.207898 0.181111 0.0 0.0 0.0 0.00
H -4.494719 -0.140213 -1.210536 0.0 0.0 0.0 0.00
H -2.562297 -3.206091 0.645204 0.0 0.0 0.0 0.00
H -1.197490 -3.341816 -0.478453 0.0 0.0 0.0 0.00
H -1.005052 -1.578242 -2.766840 0.0 0.0 0.0 0.00
H -2.237284 -0.381223 -3.053463 0.0 0.0 0.0 0.00
```
Forces are in eV/Å.

Properties
Multiplicity: 3
LUMO energy (alpha / beta): -4.0 / -4.2 eV
Electronic energy: -94501.517 eV
Total charge: +1
<S²>: 2.0202
Frontier orbital gap (alpha / beta): 5.869 / 5.542 eV

The following is a quantum chemistry calculation of C31H26F5InO3 as an isolated structure, from OMol25.

The geometry in XYZ format:
```
66
Properties=species:S:1:pos:R:3:forces:R:3:nbo_charge:R:1
In 1.612347 -0.485514 3.704870 -0.2 0.3 -0.8 0.97
O 0.250746 1.368089 -0.595496 -0.3 -0.1 0.0 -0.68
C 0.416388 1.013913 0.680663 1.6 0.1 1.8 0.94
O 0.888686 1.848218 1.494189 -0.5 0.3 -0.2 -0.66
O 0.247822 -0.161583 1.086037 -0.7 -0.4 -0.9 -0.68
H 0.542865 2.295524 -0.608351 -0.2 0.0 -0.3 0.51
F -3.591877 5.605247 0.100656 -0.2 0.0 0.3 -0.28
C -3.034555 5.310301 1.272978 0.3 0.9 -0.2 0.47
C -3.020129 6.272647 2.286155 0.0 -0.2 0.5 -0.24
C -2.370666 5.915763 3.459576 0.0 0.1 -0.4 -0.18
C -1.690863 4.695966 3.544289 -0.3 -0.4 0.8 -0.12
C -1.669526 3.774829 2.503291 -0.6 0.1 -0.1 -0.17
C -2.385960 4.100527 1.377062 0.3 -0.9 -0.9 -0.29
H -3.540632 7.207161 2.133385 0.0 0.0 0.1 0.26
H -2.365036 6.526553 4.350822 -0.1 0.3 -0.2 0.25
H -1.326680 4.377072 4.513224 0.3 0.2 -0.1 0.23
H -1.201346 2.812318 2.643443 0.2 0.0 -0.2 0.23
H -2.461503 3.481052 0.490304 0.2 -0.2 0.2 0.23
F 0.284060 -2.639532 2.090875 0.0 -0.2 0.2 -0.34
C -0.277787 -3.540652 1.257413 -0.1 -0.2 -1.0 0.39
C 0.018766 -4.890959 1.391910 -0.5 -0.2 0.0 -0.22
C -0.585128 -5.749267 0.456952 0.0 -0.1 -0.9 -0.18
C -1.414163 -5.304449 -0.582374 0.0 -1.3 1.4 -0.21
C -1.816071 -3.988974 -0.595959 1.4 0.4 0.0 -0.10
C -1.074353 -3.119581 0.222244 -1.2 1.3 0.0 -0.28
H 0.608418 -5.238089 2.228950 0.1 -0.2 -0.1 0.25
H -0.462339 -6.824184 0.434886 0.5 0.0 0.6 0.24
H -1.806713 -6.113096 -1.183512 -0.3 0.4 -0.3 0.24
H -2.567222 -3.588897 -1.261504 0.1 0.0 -0.1 0.24
H -1.244942 -2.064645 0.040036 0.2 0.0 0.6 0.24
F -2.554145 -1.112783 -3.234343 -0.1 -0.1 0.0 -0.29
C -3.289903 -0.294439 -2.485734 -0.1 0.4 0.1 0.46
C -4.445474 0.278150 -3.003085 -0.3 -0.1 0.1 -0.27
C -5.140003 1.159691 -2.198718 0.0 0.6 0.3 -0.15
C -4.695903 1.533200 -0.907503 0.0 -0.5 -0.9 -0.15
C -3.524591 0.949851 -0.438350 -0.4 0.2 0.3 -0.20
C -2.851520 0.028638 -1.207558 0.7 0.2 0.6 -0.26
H -4.803183 -0.001763 -3.983681 0.1 0.1 -0.1 0.26
H -6.021069 1.677988 -2.552430 -0.1 -0.3 -0.3 0.24
H -5.302001 2.248326 -0.370953 0.2 0.0 0.3 0.24
H -3.104225 1.188306 0.529731 -0.2 0.1 0.1 0.22
H -1.936353 -0.336268 -0.759791 0.1 -0.3 -0.5 0.23
F 2.872809 -1.438617 1.080640 -0.3 -0.4 0.2 -0.35
C 2.372372 -2.187721 0.064255 1.2 -0.3 0.1 0.43
C 1.942187 -1.544731 -1.051348 -0.9 0.4 -1.4 -0.25
C 1.426850 -2.314850 -2.131773 -0.3 -0.4 0.7 -0.05
C 1.514732 -3.698164 -2.083486 -0.2 -0.3 -1.4 -0.25
C 2.101275 -4.310428 -1.028423 0.2 -0.8 1.5 -0.12
C 2.484427 -3.580023 0.103585 -0.5 1.1 0.6 -0.20
H 1.922674 -0.482759 -1.255718 0.2 0.1 0.8 0.26
H 0.884926 -1.818230 -2.924201 0.3 0.1 -0.2 0.24
H 1.185651 -4.341732 -2.890336 -0.2 0.3 -0.1 0.25
H 2.197118 -5.384315 -0.931767 0.0 0.0 -0.4 0.24
H 2.713809 -4.076828 1.036370 0.5 0.0 -0.1 0.24
F 3.734949 1.017058 1.874571 -0.1 0.0 0.3 -0.32
C 4.304589 1.114590 0.667676 0.5 0.1 -1.1 0.43
C 3.725020 1.911102 -0.323685 0.0 -0.2 0.5 -0.29
C 4.342670 1.988926 -1.561372 -0.2 0.5 0.6 -0.18
C 5.546303 1.325604 -1.789651 -0.2 0.8 -0.6 -0.17
C 6.108691 0.541753 -0.808814 0.3 0.0 0.6 -0.18
C 5.493478 0.438021 0.431024 -0.1 -0.6 0.1 -0.27
H 2.854583 2.486644 -0.040963 -0.1 0.0 -0.2 0.23
H 3.935294 2.690540 -2.276415 0.1 -0.2 -0.2 0.23
H 6.088102 1.552356 -2.698416 -0.1 -0.3 -0.1 0.24
H 7.078678 0.103318 -0.999122 -0.1 -0.2 0.2 0.24
H 5.874582 -0.206162 1.212744 0.2 0.1 0.0 0.24
```
Forces are in eV/Å.

Properties
LUMO energy: -11.5 eV
Electronic energy: -57451.161 eV
Total charge: +2
Frontier orbital gap: 1.884 eV

The following is a quantum chemistry calculation of C31H26N7O3SbSc as an isolated structure, from OMol25.

The geometry in XYZ format:
```
69
Properties=species:S:1:pos:R:3:forces:R:3:nbo_charge:R:1
Sc -0.126500 -0.200800 0.073700 0.8 1.0 -0.8 1.81
O -0.259100 0.556400 4.317700 0.1 -0.1 -0.1 -0.54
C 0.141200 0.429400 3.182700 0.3 0.6 0.2 0.66
N -0.537100 -0.142000 2.130600 0.0 -0.3 -0.1 -0.88
C -1.643800 -0.903800 2.396700 -0.5 -0.4 0.4 0.65
O -1.849500 -1.599000 3.360800 -0.1 0.1 -0.2 -0.50
C -2.701600 -0.783800 1.310700 -0.6 -0.2 0.1 0.14
C -3.997200 -1.202100 1.592900 0.2 -0.1 -0.1 -0.19
C -4.993100 -0.981700 0.658000 0.2 0.1 -0.1 -0.13
C -4.665900 -0.321800 -0.519700 0.2 0.0 0.1 -0.23
C -3.350200 0.053500 -0.732400 0.0 0.1 -0.2 0.06
N -2.376100 -0.187000 0.152500 -0.3 -0.3 0.4 -0.56
C 1.446100 1.039000 2.746100 0.1 0.3 0.8 0.04
C 2.344900 1.586600 3.590000 -0.8 -0.4 -0.5 -0.15
C 3.647900 1.965000 3.091300 0.5 0.1 -0.5 -0.21
C 3.887400 2.078300 1.781200 -0.1 -0.1 0.2 -0.17
C 2.737500 1.960800 0.826400 -0.1 0.6 0.0 -0.11
N 1.668300 1.102900 1.358500 0.0 0.1 0.1 -0.31
H -4.188100 -1.695500 2.533300 0.0 0.0 0.1 0.27
H -6.005000 -1.310500 0.839900 -0.1 0.0 0.0 0.24
H -5.415400 -0.113100 -1.265600 0.0 0.1 -0.1 0.24
H -3.058300 0.569600 -1.644500 0.0 -0.1 0.1 0.22
H 2.119900 1.662100 4.641400 -0.1 0.0 0.1 0.26
H 4.440500 2.095800 3.809400 0.2 0.0 0.1 0.24
H 4.869900 2.254600 1.374800 0.2 0.1 0.0 0.23
H 2.381700 2.967100 0.549600 0.0 -0.2 0.0 0.22
C -2.139900 2.535200 1.773300 -0.1 -0.1 0.2 -0.64
C -1.148800 3.079800 0.799900 -0.1 0.1 0.1 0.26
C -0.935200 4.457700 0.814900 0.1 0.0 -0.1 -0.23
C -0.078100 5.046200 -0.090000 -0.1 -0.1 0.0 -0.13
C 0.568100 4.218300 -0.990600 0.0 -0.1 -0.1 -0.29
C 0.357300 2.847700 -0.913600 0.6 -0.1 -0.6 -0.07
N -0.482800 2.269000 -0.047400 -0.3 0.0 0.0 -0.56
Sb 1.739500 1.693300 -2.154800 0.0 0.4 0.4 1.02
C 2.881600 0.914100 -0.288900 -0.5 0.4 -1.1 -0.07
C 4.230800 0.525600 -0.746800 0.3 -0.2 -0.1 -0.23
C 4.819800 -0.568000 -0.257100 -0.1 0.6 -0.4 -0.18
C 4.157400 -1.343500 0.757700 -0.7 0.0 0.3 -0.27
C 2.918100 -1.060900 1.192200 0.9 -0.7 0.3 0.23
C 2.282000 -1.857300 2.277600 -0.3 -0.1 0.0 -0.65
N 2.135900 -0.047000 0.554700 -0.1 -0.6 0.3 -0.41
C 0.284600 0.281000 -3.000600 0.6 0.4 0.1 -0.06
C 0.325200 0.282200 -4.387200 0.2 0.1 0.1 -0.27
C -0.489900 -0.593800 -5.086000 -0.1 -0.1 0.2 -0.12
C -1.257200 -1.473500 -4.350600 0.1 0.2 0.0 -0.23
C -1.246500 -1.425100 -2.956600 -0.1 0.0 0.0 0.27
C -2.023200 -2.470600 -2.222400 0.0 0.0 0.2 -0.65
N -0.517800 -0.511100 -2.287800 -0.3 0.0 0.0 -0.56
H -2.713400 3.348400 2.208800 0.0 0.0 0.0 0.23
H -2.827000 1.845400 1.294900 0.0 0.0 0.0 0.23
H -1.644800 2.012600 2.589700 -0.1 0.0 0.0 0.25
H -1.451400 5.056900 1.547300 -0.1 0.0 0.1 0.23
H 0.090600 6.112400 -0.085100 0.0 0.1 0.0 0.24
H 1.255100 4.611200 -1.728400 0.0 0.1 0.0 0.23
H 4.717900 1.192600 -1.447100 0.1 -0.1 -0.1 0.22
H 5.809500 -0.856200 -0.567100 0.2 0.0 -0.1 0.23
H 4.686700 -2.175100 1.191500 0.0 -0.1 0.1 0.24
H 3.010700 -2.554500 2.682700 0.0 0.0 0.0 0.24
H 1.927400 -1.226700 3.090200 0.1 -0.2 0.1 0.23
H 1.430500 -2.420500 1.886800 0.0 0.1 0.1 0.26
H 0.995900 0.957000 -4.901800 0.0 0.0 -0.1 0.24
H -0.498400 -0.608400 -6.166800 0.0 0.0 0.0 0.24
H -1.866300 -2.217900 -4.839000 -0.1 -0.1 0.0 0.24
H -2.926100 -2.721000 -2.776200 -0.1 0.0 0.1 0.23
H -1.411000 -3.371800 -2.157400 0.0 0.0 0.0 0.26
H -2.272500 -2.176900 -1.205800 0.0 -0.1 -0.1 0.23
O 1.666400 -3.621200 -1.676600 0.4 -0.5 -0.5 -0.55
C 1.086400 -2.857100 -1.008800 0.1 -0.3 0.0 0.83
N 0.481600 -2.094500 -0.327800 -0.7 0.2 0.7 -0.99
```
Forces are in eV/Å.

Properties
LUMO energy: -3.2 eV
Electronic energy: -76375.884 eV
Total charge: +1
Frontier orbital gap: 7.415 eV